Here is one molecule with the formula CF5N3 in a non-equilibrium geometry from the OMol25 dataset. Energies are from ωB97M-V/def2-TZVPD.

Values from the calculation:
HOMO level (eV): -10.626
Relative energy (zero: lowest compared OMol25 entry of this formula, charge and spin) (kcal per mole): 7.1
SMILES: FN=C(N(F)F)N(F)F
E_LUMO (eV): -1.812
2S+1: 1

```
9
Properties=species:S:1:pos:R:3:lowdin_charge:R:1
F 2.347 -0.406 0.680 -0.10
N 0.983 -0.836 0.951 0.15
C 0.099 -0.167 0.206 -0.25
N 0.440 1.067 -0.446 0.00
F -0.415 1.681 -1.402 0.05
F 1.208 1.902 0.402 0.05
N -1.171 -0.730 0.028 0.04
F -1.827 -0.717 -1.314 0.02
F -1.663 -1.796 0.895 0.04
```

***

Here is an isolated ion of composition CFI2O2S and charge -1 in a non-equilibrium geometry from the OMol25 dataset. Energies are from ωB97M-V/def2-TZVPD.

Values from the calculation:
Total charge: -1
HOMO level (alpha / beta) (eV): -3.282 / -4.972
Expectation value of S²: 2.011
E_LUMO (alpha / beta) (eV): 2.802 / 0.879
2S+1: 3

```
7
Properties=species:S:1:pos:R:3:mulliken_spin:R:1
C -0.199 -0.558 0.008 0.53
O 0.087 1.987 -1.217 0.16
O 0.875 1.551 1.015 0.26
F -0.758 -0.691 -1.212 0.04
S -0.231 1.411 0.076 0.34
I -1.546 -1.436 1.442 0.07
I 1.772 -2.264 -0.113 0.61
```

***

Here is a 2-piece molecular cluster, CFN3O2 overall in a non-equilibrium geometry from the OMol25 dataset. Energies are from ωB97M-V/def2-TZVPD.

Values from the calculation:
HOMO level (alpha / beta) (eV): -11.988 / -11.812
Relative energy (zero: lowest compared OMol25 entry of this formula, charge and spin) (kcal per mole): 105.1
E_LUMO (alpha / beta) (eV): -4.266 / -4.008
2S+1: 1

```
7
Properties=species:S:1:pos:R:3:lowdin_charge:R:1
C 1.193 -0.483 -0.023 -0.28
N 2.230 -0.962 0.213 0.24
N 0.101 0.047 -0.335 0.20
N -1.221 -0.046 -0.035 -0.45
O -1.587 -1.178 -0.264 0.14
O -1.829 0.896 0.315 0.17
F 0.706 2.440 -0.130 -0.02
```

***

Here is a 2-piece molecular cluster, CFNO2 overall in a non-equilibrium geometry from the OMol25 dataset. Energies are from ωB97M-V/def2-TZVPD.

Values from the calculation:
HOMO level (alpha / beta) (eV): -10.347 / -9.133
Relative energy (zero: lowest compared OMol25 entry of this formula, charge and spin) (kcal per mole): 30.3
E_LUMO (alpha / beta) (eV): -0.460 / -1.710
2S+1: 1

```
5
Properties=species:S:1:pos:R:3:lowdin_charge:R:1
C 0.332 -0.724 0.460 -0.24
N -0.772 0.701 -1.332 0.11
O 0.323 -1.354 1.443 0.12
O -1.383 1.398 -0.692 0.04
F 1.500 -0.021 0.121 -0.03
```

***

Please write out number 4 again, unchanged.
Here is a 2-piece molecular cluster, CFNO2 overall in a non-equilibrium geometry from the OMol25 dataset. Energies are from ωB97M-V/def2-TZVPD.

Values from the calculation:
HOMO level (alpha / beta) (eV): -10.347 / -9.133
Relative energy (zero: lowest compared OMol25 entry of this formula, charge and spin) (kcal per mole): 30.3
E_LUMO (alpha / beta) (eV): -0.460 / -1.710
2S+1: 1

```
5
Properties=species:S:1:pos:R:3:lowdin_charge:R:1
C 0.332 -0.724 0.460 -0.24
N -0.772 0.701 -1.332 0.11
O 0.323 -1.354 1.443 0.12
O -1.383 1.398 -0.692 0.04
F 1.500 -0.021 0.121 -0.03
```

***

- 2S+1 of number 3 (CFN3O2)?
  1